Entry 1:
The following is a DFT calculation (ωB97M-V/def2-TZVPD) of C41H48FeN4O3P2S as an isolated structure.

Each line ends with the Löwdin charge.
CARTESIAN COORDINATES (ANGSTROEM)
1 Fe -0.308 -0.139 0.504  0.476
2 C 3.422 1.496 -1.551  -0.087
3 C 2.171 2.186 -2.079  -0.502
4 C 2.083 2.073 -3.601  -0.098
5 P 0.592 1.824 -1.092  1.151
6 C -0.479 3.132 -1.884  -0.496
7 C -1.296 4.037 -0.941  -0.088
8 C -1.367 2.481 -2.950  -0.119
9 C 1.211 2.501 0.490  -0.308
10 C 1.389 3.855 0.741  -0.067
11 C 1.972 4.282 1.926  -0.060
12 C 2.390 3.347 2.860  -0.060
13 C 2.233 1.991 2.614  -0.044
14 C 1.648 1.552 1.427  -0.318
15 N 1.486 0.186 1.090  -0.112
16 C 2.554 -0.665 0.930  -0.295
17 C 3.874 -0.378 1.324  -0.028
18 C 4.876 -1.306 1.130  -0.062
19 C 4.630 -2.545 0.538  -0.081
20 C 3.344 -2.831 0.126  -0.087
21 C 2.315 -1.908 0.317  -0.304
22 P 0.640 -2.100 -0.282  1.127
23 C 0.831 -2.554 -2.064  -0.508
24 C -0.449 -2.869 -2.833  -0.096
25 C 1.671 -1.546 -2.823  -0.101
26 C -0.058 -3.646 0.485  -0.483
27 C 0.319 -4.952 -0.222  -0.095
28 C 0.364 -3.756 1.955  -0.089
29 H 4.297 1.936 -2.035  0.092
30 H 3.434 0.428 -1.761  0.061
31 H 3.539 1.632 -0.479  0.061
32 H 2.283 3.251 -1.847  0.103
33 H 1.937 1.053 -3.942  0.060
34 H 3.026 2.421 -4.027  0.088
35 H 1.294 2.692 -4.023  0.065
36 H 0.249 3.768 -2.395  0.093
37 H -1.342 3.668 0.078  0.052
38 H -2.316 4.140 -1.314  0.074
39 H -0.865 5.037 -0.894  0.079
40 H -2.148 1.878 -2.487  0.040
41 H -0.809 1.842 -3.635  0.060
42 H -1.852 3.260 -3.540  0.093
43 H 1.083 4.588 0.006  0.103
44 H 2.108 5.338 2.115  0.110
45 H 2.851 3.673 3.783  0.111
46 H 2.594 1.267 3.336  0.114
47 H 4.118 0.576 1.769  0.103
48 H 5.882 -1.054 1.441  0.112
49 H 5.429 -3.259 0.399  0.105
50 H 3.138 -3.776 -0.362  0.102
51 H 1.410 -3.478 -1.965  0.098
52 H -0.980 -1.957 -3.100  0.063
53 H -1.134 -3.531 -2.301  0.071
54 H -0.176 -3.354 -3.771  0.095
55 H 1.174 -0.579 -2.822  0.042
56 H 1.787 -1.871 -3.859  0.098
57 H 2.662 -1.438 -2.388  0.067
58 H -1.146 -3.542 0.426  0.096
59 H 1.385 -5.163 -0.130  0.077
60 H 0.048 -4.971 -1.275  0.061
61 H -0.212 -5.773 0.263  0.092
62 H 1.434 -3.955 2.026  0.084
63 H -0.166 -4.587 2.423  0.092
64 H 0.163 -2.859 2.530  0.045
65 C -0.587 -0.919 4.683  -0.011
66 C -1.796 -1.585 4.784  -0.017
67 C -2.541 -1.794 3.635  0.025
68 C -2.047 -1.345 2.423  -0.184
69 N -0.851 -0.741 2.327  0.040
70 C -0.148 -0.514 3.435  -0.068
71 C -2.768 -1.467 1.143  -0.195
72 C -4.074 -1.901 1.016  0.031
73 C -4.648 -1.941 -0.247  -0.014
74 C -3.906 -1.532 -1.337  -0.016
75 C -2.617 -1.077 -1.124  -0.122
76 N -2.049 -1.073 0.079  -0.003
77 H 0.025 -0.718 5.551  0.120
78 H -2.159 -1.933 5.741  0.123
79 H -3.493 -2.302 3.681  0.119
80 H 0.791 -0.003 3.308  0.098
81 H -4.647 -2.180 1.888  0.119
82 H -5.674 -2.260 -0.369  0.128
83 H -4.329 -1.498 -2.330  0.129
84 H -2.024 -0.674 -1.929  0.104
85 O -4.817 3.141 -1.572  -0.279
86 S -4.721 2.163 -0.532  0.653
87 O -5.672 1.084 -0.503  -0.290
88 N -3.197 1.532 -0.491  -0.006
89 C -2.631 1.762 0.659  -0.503
90 O -1.469 1.369 1.004  -0.107
91 C -3.429 2.577 1.623  -0.139
92 C -3.086 2.992 2.897  0.002
93 C -4.002 3.775 3.590  -0.055
94 C -5.219 4.131 3.015  -0.053
95 C -5.563 3.706 1.736  -0.017
96 C -4.645 2.924 1.069  -0.204
97 H -2.132 2.716 3.328  0.119
98 H -3.767 4.121 4.588  0.109
99 H -5.906 4.755 3.572  0.112
100 H -6.508 3.979 1.285  0.127

For the maximum force, the calculation gives 1.0 eV/Å. The net charge is +1. The spin multiplicity is 2. The calculation puts the HOMO energy (spin up / spin down) at -9.88 / -9.89 eV. As for the energy above the lowest of the compared OMol25 structures with the same formula, charge and spin: 0.000 eV.


Entry 2:
The following is a DFT calculation (ωB97M-V/def2-TZVPD) of C41H48N13O4SSr as an isolated structure.

Each line ends with the Löwdin charge.
CARTESIAN COORDINATES (ANGSTROEM)
1 Sr -0.254 -0.925 -0.973  1.424
2 N -3.409 -4.418 -0.571  0.122
3 C -4.131 -3.625 0.292  -0.056
4 C -3.415 -2.473 0.421  -0.117
5 N -2.278 -2.547 -0.343  0.041
6 C -2.305 -3.721 -0.932  -0.281
7 C -1.244 -4.143 -1.836  -0.283
8 N -0.284 -3.329 -2.219  0.040
9 C 0.539 -4.068 -3.030  -0.112
10 C 0.061 -5.338 -3.147  -0.059
11 N -1.083 -5.371 -2.383  0.121
12 H -3.688 -5.332 -0.882  0.160
13 H -5.065 -3.946 0.715  0.120
14 H -3.640 -1.592 0.999  0.119
15 H 1.417 -3.636 -3.477  0.108
16 H 0.414 -6.196 -3.690  0.119
17 H -1.663 -6.181 -2.251  0.160
18 O 1.033 0.867 0.358  -0.128
19 C 0.313 2.079 0.684  -0.299
20 C -1.145 1.874 0.134  -0.635
21 O -1.753 2.836 -0.313  0.059
22 O -1.572 0.677 0.246  -0.212
23 C 0.258 2.213 2.202  -0.142
24 C -0.937 2.256 2.909  -0.016
25 C -0.926 2.325 4.297  -0.061
26 C 0.274 2.342 4.990  -0.079
27 C 1.473 2.314 4.289  -0.065
28 C 1.462 2.263 2.904  -0.016
29 C 1.019 3.274 0.067  -0.140
30 C 2.205 3.126 -0.641  -0.045
31 C 2.855 4.234 -1.175  -0.087
32 C 2.322 5.501 -1.008  -0.084
33 C 1.141 5.655 -0.292  -0.060
34 C 0.498 4.554 0.246  -0.011
35 H 1.679 0.695 1.053  0.098
36 H -1.882 2.235 2.381  0.123
37 H -1.864 2.364 4.836  0.109
38 H 0.281 2.388 6.071  0.094
39 H 2.418 2.345 4.815  0.102
40 H 2.405 2.288 2.366  0.128
41 H 2.633 2.139 -0.764  0.092
42 H 3.790 4.109 -1.708  0.094
43 H 2.827 6.365 -1.420  0.103
44 H 0.720 6.642 -0.149  0.108
45 H -0.421 4.682 0.800  0.123
46 O 1.758 -0.526 -2.509  -0.663
47 S 1.927 0.739 -3.338  0.945
48 C 3.722 1.051 -3.372  -0.288
49 C 4.267 0.639 -4.742  -0.215
50 C 3.307 -0.404 -5.307  -0.227
51 C 1.922 0.176 -5.056  -0.317
52 H 4.093 0.423 -2.561  0.103
53 H 3.894 2.096 -3.122  0.076
54 H 5.286 0.262 -4.655  0.119
55 H 4.295 1.506 -5.404  0.118
56 H 3.410 -1.350 -4.772  0.113
57 H 3.477 -0.593 -6.366  0.120
58 H 1.091 -0.521 -5.158  0.085
59 H 1.731 1.055 -5.678  0.107
60 C -0.653 -1.301 2.848  0.023
61 C 0.570 -1.990 2.356  -0.339
62 N 0.922 -2.135 1.095  0.012
63 C 2.108 -2.844 1.102  -0.121
64 C 2.471 -3.122 2.376  -0.048
65 N 1.482 -2.583 3.171  -0.018
66 C 1.428 -2.650 4.609  -0.064
67 N 1.948 -1.464 5.245  -0.051
68 N 3.217 -1.065 4.993  0.069
69 N 3.541 -0.137 5.805  0.082
70 C 2.474 0.098 6.649  -0.251
71 C 2.333 1.005 7.704  -0.012
72 C 1.135 0.998 8.379  -0.085
73 C 0.092 0.118 8.017  -0.078
74 C 0.216 -0.778 6.980  -0.016
75 C 1.440 -0.767 6.304  -0.184
76 H -1.040 -0.649 2.064  0.057
77 H -0.443 -0.681 3.721  0.078
78 H -1.431 -2.025 3.109  0.093
79 H 2.625 -3.092 0.189  0.105
80 H 3.328 -3.619 2.796  0.123
81 H 1.995 -3.525 4.927  0.146
82 H 0.396 -2.768 4.934  0.135
83 H 3.140 1.672 7.973  0.120
84 H 0.981 1.676 9.207  0.108
85 H -0.833 0.148 8.579  0.109
86 H -0.592 -1.447 6.716  0.108
87 C -1.689 1.322 -3.471  -0.167
88 N -2.066 0.028 -2.848  -0.140
89 C -3.398 0.233 -2.210  -0.167
90 N -4.403 0.655 -3.176  -0.080
91 C -3.962 1.919 -3.774  -0.148
92 N -2.667 1.768 -4.452  -0.078
93 C -2.802 0.737 -5.479  -0.167
94 N -3.223 -0.554 -4.921  -0.082
95 C -2.238 -0.961 -3.929  -0.192
96 C -4.502 -0.349 -4.230  -0.169
97 H -0.727 1.198 -3.976  0.090
98 H -1.590 2.069 -2.680  0.124
99 H -3.286 0.981 -1.428  0.111
100 H -3.708 -0.712 -1.763  0.110
101 H -3.864 2.669 -2.987  0.135
102 H -4.706 2.255 -4.497  0.128
103 H -1.841 0.608 -5.985  0.124
104 H -3.541 1.059 -6.215  0.128
105 H -1.275 -1.116 -4.426  0.116
106 H -2.551 -1.909 -3.483  0.114
107 H -4.823 -1.296 -3.791  0.125
108 H -5.247 -0.032 -4.961  0.128

For the maximum force, the calculation gives 0.2 eV/Å. The net charge is +1. The calculation puts the HOMO energy at -10.44 eV. As for the energy above the lowest of the compared OMol25 structures with the same formula, charge and spin: 0.172 eV.